Model A:
S2 | ωB97M-V/def2-TZVPD

E_LUMO: -3.38 eV

ORCA input file:
```
! RIJCOSX wB97M-V def2-TZVPD def2/J DEFGRID3
* xyz 0 1
S 0.473 -0.978 -0.112
S -0.473 0.978 0.112
*
```

And the Mulliken charges, in e, turn out to be:
1 S 0.00
2 S 0.00

=====

Model B:
S2 | ωB97M-V/def2-TZVPD

E_LUMO: -3.59 eV

ORCA input file:
```
! RIJCOSX wB97M-V def2-TZVPD def2/J DEFGRID3
* xyz 0 1
S 0.294 0.904 0.620
S -0.294 -0.904 -0.620
*
```

And the Mulliken charges, in e, turn out to be:
1 S 0.00
2 S 0.00

=====

Most stable structure, least stable structure: model A, model B.

=====

Model A:
C8H10ClNOS | ωB97M-V/def2-TZVPD

E_LUMO: 0.36 eV

ORCA input file:
```
! RIJCOSX wB97M-V def2-TZVPD def2/J DEFGRID3
* xyz 0 1
C 2.519 -0.884 0.740
C 2.135 -1.894 -0.150
C 2.006 0.381 0.599
C 1.175 -1.630 -1.099
C 1.064 0.682 -0.426
C 0.613 -0.358 -1.220
C -3.215 0.861 0.821
C -1.979 0.154 0.417
N -0.433 -0.157 -2.179
O -1.220 2.144 -1.606
S -1.734 0.775 -1.805
Cl -1.952 -1.536 0.301
H 3.409 -1.049 1.289
H 2.670 -2.821 -0.064
H 2.402 1.156 1.104
H 0.832 -2.334 -1.800
H 0.532 1.554 -0.353
H -2.933 1.397 1.680
H -3.697 1.558 0.086
H -4.033 0.083 0.991
H -0.926 0.535 0.707
H -0.585 -0.935 -2.744
*
```

Mulliken atomic charge list, values in e, 4 entries:
1 C -0.65
2 C -0.55
3 C -0.50
4 C -0.45

=====

Model B:
C8H10ClNOS | ωB97M-V/def2-TZVPD

E_LUMO (alpha / beta): -1.05 / -0.70 eV

ORCA input file:
```
! RIJCOSX wB97M-V def2-TZVPD def2/J DEFGRID3
* xyz 0 1
C 1.809 0.547 1.246
C 3.252 0.514 1.317
C 1.830 -0.054 -1.154
C 1.214 0.365 0.026
C 3.842 0.151 0.133
C -3.112 -1.837 0.040
C -2.368 1.342 -0.967
C -1.539 0.568 0.023
N 3.161 -0.160 -0.969
O -0.934 -1.828 1.215
S -1.586 -1.203 0.131
Cl 5.615 0.174 -0.005
H 1.228 0.475 2.167
H 3.710 0.818 2.159
H 1.427 -0.118 -2.146
H -3.735 -1.993 0.900
H -3.713 -1.267 -0.692
H -3.321 1.503 -0.538
H -1.768 2.201 -1.112
H -2.602 0.638 -1.797
H -1.550 0.835 1.049
H -0.859 -1.670 -1.025
*
```

Mulliken atomic charge list, values in e, 4 entries:
1 C -0.21
2 C -0.52
3 C -0.47
4 C 0.30

=====

Most stable structure, least stable structure: model A, model B.

=====

Model A:
CH4OP2 | ωB97M-V/def2-TZVPD

SMILES: CP=[PH]=O
E_LUMO: -0.56 eV

ORCA input file:
```
! RIJCOSX wB97M-V def2-TZVPD def2/J DEFGRID3
* xyz 0 1
C 0.421 -0.915 -0.536
P -1.318 -0.476 -0.094
P -0.709 1.173 0.796
O -1.425 2.433 1.105
H 1.233 -0.531 0.106
H 0.636 -0.676 -1.554
H 0.454 -1.971 -0.380
H 0.707 0.964 0.557
*
```

Mulliken atomic charge list, values in e, 4 entries:
1 C -1.00
2 P 0.03
3 P 0.52
4 O -0.58

=====

Model B:
CH4OP2 | ωB97M-V/def2-TZVPD

SMILES: CP=[PH]=O
E_LUMO: -1.52 eV

ORCA input file:
```
! RIJCOSX wB97M-V def2-TZVPD def2/J DEFGRID3
* xyz 0 1
C 0.122 -1.093 0.753
P -0.952 -0.069 -0.403
P 0.037 1.908 -0.422
O -0.727 2.771 -1.376
H 0.495 -1.922 0.051
H -0.450 -1.760 1.467
H 0.837 -0.526 1.259
H 0.639 0.691 -1.329
*
```

Mulliken atomic charge list, values in e, 4 entries:
1 C -0.88
2 P 0.12
3 P 0.21
4 O -0.50

=====

Most stable structure, least stable structure: model A, model B.

=====

Model A:
C43H61As2BN10S5W | ωB97M-V/def2-TZVPD

E_LUMO (alpha / beta): -12.77 / -12.79 eV

ORCA input file:
```
! RIJCOSX wB97M-V def2-TZVPD def2/J DEFGRID3
* xyz 4 1
W 1.514 1.496 -0.698
C -0.307 -0.010 -5.512
C -0.997 -0.229 -4.208
C -2.334 -0.513 -4.094
C -2.946 -0.652 -2.823
N -2.220 -0.573 -1.727
N -0.920 -0.334 -1.829
B -0.047 -0.385 -0.526
N -0.956 -0.115 0.691
N -1.146 -1.022 1.642
C -2.104 -0.823 2.525
C -2.982 0.279 2.392
C -2.738 1.262 1.462
C -3.607 2.468 1.318
C -1.604 1.053 0.660
S -0.864 2.269 -0.335
C -2.261 -1.782 3.686
C -3.720 -2.274 3.732
C -1.325 -2.980 3.550
C -1.929 -1.025 4.986
N 0.606 -1.795 -0.428
N -0.260 -2.812 -0.374
C 0.201 -4.046 -0.335
C 1.593 -4.294 -0.422
C 2.485 -3.263 -0.491
C 3.962 -3.457 -0.597
C 1.928 -1.966 -0.458
S 2.953 -0.585 -0.481
C -0.747 -5.218 -0.191
C -0.623 -6.109 -1.441
C -2.197 -4.762 -0.046
C -0.304 -6.033 1.041
C -0.293 -0.121 -2.990
S 1.384 0.264 -2.913
C -4.437 -0.884 -2.662
C -4.621 -2.320 -2.141
C -5.191 -0.742 -3.987
C -4.997 0.105 -1.631
H -1.025 0.059 -6.325
H 0.372 -0.839 -5.731
H 0.297 0.899 -5.485
H -2.937 -0.586 -4.988
H -3.831 0.376 3.056
H -4.030 2.762 2.277
H -4.448 2.234 0.660
H -3.078 3.318 0.890
H -4.045 -2.638 2.755
H -4.409 -1.501 4.073
H -3.798 -3.103 4.435
H -1.558 -3.538 2.645
H -1.453 -3.642 4.405
H -0.280 -2.668 3.512
H -2.521 -0.114 5.101
H -0.868 -0.770 5.032
H -2.157 -1.671 5.834
H 1.957 -5.313 -0.439
H 4.222 -4.512 -0.560
H 4.482 -2.943 0.214
H 4.335 -3.048 -1.539
H -0.871 -5.556 -2.349
H -1.320 -6.941 -1.350
H 0.378 -6.528 -1.547
H -2.583 -4.460 -1.015
H -2.296 -3.922 0.641
H -2.811 -5.586 0.317
H 0.662 -6.514 0.880
H -1.030 -6.824 1.224
H -0.238 -5.418 1.939
H -4.099 -3.039 -2.777
H -5.680 -2.577 -2.147
H -4.249 -2.393 -1.122
H -4.906 -1.519 -4.698
H -5.048 0.241 -4.442
H -6.257 -0.863 -3.799
H -4.484 -0.003 -0.674
H -6.057 -0.091 -1.477
H -4.892 1.135 -1.981
C 2.231 -0.489 2.748
As 1.733 1.190 1.879
C 0.446 1.811 3.238
C 3.150 2.428 2.417
C 4.022 2.159 3.464
C 4.943 3.120 3.857
C 4.993 4.345 3.205
C 4.118 4.617 2.162
C 3.193 3.658 1.764
As 1.904 3.949 0.330
C 0.462 4.918 1.250
C 2.665 5.478 -0.610
H 2.228 -0.326 3.824
H 3.214 -0.829 2.433
H 1.495 -1.257 2.506
H 0.991 1.800 4.181
H -0.411 1.144 3.314
H 0.114 2.829 3.049
H 3.993 1.203 3.973
H 5.617 2.911 4.677
H 5.709 5.093 3.518
H 4.163 5.580 1.671
H 0.875 5.438 2.113
H -0.342 4.259 1.563
H 0.057 5.656 0.557
H 2.617 6.318 0.082
H 2.069 5.724 -1.488
H 3.695 5.305 -0.909
N 5.221 1.142 0.536
C 4.914 1.859 -0.556
N 3.689 2.053 -1.075
C 3.778 2.914 -2.186
C 5.023 3.352 -2.463
S 6.173 2.698 -1.378
C 2.596 3.296 -2.937
C 2.636 3.921 -4.130
S 1.061 4.256 -4.708
C 0.396 3.489 -3.307
N 1.306 3.040 -2.443
N -0.940 3.343 -3.241
H 4.670 0.342 0.796
H 6.201 1.074 0.772
H 5.334 4.034 -3.238
H 3.502 4.198 -4.710
H -1.494 3.850 -3.915
H -1.410 3.131 -2.380
*
```

Mulliken atomic charge list, values in e, 4 entries:
1 W 0.22
2 C -1.83
3 C 0.24
4 C -0.53

=====

Model B:
C43H61As2BN10S5W | ωB97M-V/def2-TZVPD

E_LUMO (alpha / beta): -12.87 / -12.93 eV

ORCA input file:
```
! RIJCOSX wB97M-V def2-TZVPD def2/J DEFGRID3
* xyz 4 1
W 1.471 1.543 -0.686
C -0.279 0.136 -5.563
C -0.985 -0.152 -4.291
C -2.302 -0.546 -4.221
C -2.922 -0.765 -2.969
N -2.240 -0.602 -1.852
N -0.964 -0.265 -1.896
B -0.107 -0.315 -0.582
N -0.976 -0.045 0.646
N -1.136 -0.941 1.612
C -2.052 -0.748 2.538
C -2.953 0.345 2.446
C -2.752 1.333 1.503
C -3.629 2.525 1.400
C -1.641 1.136 0.652
S -0.921 2.362 -0.320
C -2.139 -1.700 3.702
C -3.587 -2.201 3.835
C -1.205 -2.891 3.508
C -1.733 -0.945 4.981
N 0.518 -1.727 -0.499
N -0.358 -2.718 -0.404
C 0.050 -3.963 -0.335
C 1.430 -4.271 -0.447
C 2.355 -3.263 -0.564
C 3.814 -3.498 -0.686
C 1.841 -1.940 -0.547
S 2.893 -0.586 -0.541
C -0.955 -5.059 -0.096
C -0.937 -6.036 -1.284
C -2.362 -4.485 0.059
C -0.529 -5.821 1.172
C -0.317 -0.022 -3.051
S 1.342 0.403 -2.949
C -4.355 -1.226 -2.870
C -4.309 -2.683 -2.378
C -5.074 -1.207 -4.220
C -5.105 -0.363 -1.851
H -0.977 0.169 -6.393
H 0.460 -0.640 -5.772
H 0.261 1.082 -5.501
H -2.863 -0.686 -5.130
H -3.773 0.433 3.141
H -4.012 2.812 2.376
H -4.497 2.284 0.784
H -3.127 3.377 0.949
H -3.962 -2.558 2.880
H -4.255 -1.438 4.222
H -3.619 -3.034 4.530
H -1.494 -3.441 2.620
H -1.274 -3.556 4.363
H -0.171 -2.564 3.407
H -2.315 -0.042 5.134
H -0.674 -0.690 4.961
H -1.909 -1.595 5.833
H 1.759 -5.297 -0.433
H 4.048 -4.556 -0.624
H 4.353 -2.972 0.101
H 4.180 -3.125 -1.642
H -1.174 -5.530 -2.216
H -1.686 -6.805 -1.115
H 0.026 -6.528 -1.385
H -2.753 -4.226 -0.917
H -2.363 -3.594 0.682
H -3.027 -5.220 0.500
H 0.391 -6.375 1.011
H -1.300 -6.541 1.430
H -0.390 -5.154 2.018
H -3.650 -3.281 -3.004
H -5.304 -3.115 -2.431
H -3.970 -2.709 -1.347
H -4.633 -1.920 -4.912
H -5.080 -0.215 -4.664
H -6.108 -1.509 -4.075
H -4.614 -0.401 -0.881
H -6.119 -0.732 -1.737
H -5.157 0.671 -2.185
C 2.283 -0.560 2.693
As 1.744 1.152 1.867
C 0.555 1.741 3.360
C 3.200 2.364 2.405
C 4.119 2.051 3.403
C 5.061 2.990 3.798
C 5.091 4.238 3.198
C 4.179 4.556 2.202
C 3.228 3.622 1.797
As 1.905 3.962 0.382
C 0.491 4.949 1.370
C 2.690 5.548 -0.475
H 2.333 -0.433 3.781
H 3.256 -0.898 2.328
H 1.539 -1.331 2.469
H 1.156 1.687 4.281
H -0.309 1.083 3.472
H 0.222 2.775 3.247
H 4.105 1.072 3.868
H 5.762 2.744 4.578
H 5.822 4.965 3.512
H 4.216 5.535 1.742
H 0.910 5.442 2.254
H -0.332 4.298 1.667
H 0.094 5.722 0.704
H 2.658 6.365 0.256
H 2.099 5.852 -1.341
H 3.723 5.386 -0.791
N 5.135 1.137 0.562
C 4.869 1.870 -0.537
N 3.655 2.084 -1.054
C 3.747 2.959 -2.136
C 5.011 3.393 -2.403
S 6.157 2.718 -1.323
C 2.569 3.377 -2.876
C 2.619 4.045 -4.061
S 1.056 4.432 -4.642
C 0.378 3.640 -3.249
N 1.274 3.137 -2.398
N -0.959 3.538 -3.166
H 4.572 0.329 0.799
H 6.111 1.054 0.810
H 5.329 4.085 -3.155
H 3.486 4.322 -4.624
H -1.497 4.092 -3.817
H -1.432 3.329 -2.299
*
```

Mulliken atomic charge list, values in e, 4 entries:
1 W -0.26
2 C -1.80
3 C 0.19
4 C -0.53

=====

Most stable structure, least stable structure: model A, model B.